Below is C3H2O3Yb as an isolated structure in a non-equilibrium geometry, with properties calculated with ωB97M-V with the def2-TZVPD basis set.

Element x y z (Å)
C -1.6201 0.6842 -0.1648
C -1.2884 -0.4931 0.2589
O -0.2288 -1.1696 0.3616
C 1.0018 -0.4986 0.0198
O 0.8645 0.6916 -0.3204
O 2.0152 -1.1783 0.1104
H -2.0932 0.8461 -1.1362
Yb 3.7519 0.5363 0.0728
H -2.4029 0.5813 0.7979

As for the multiplicity: 2. The charge is +3. The value obtained for the frontier orbital gap (spin up / spin down) is 9.8 / 4.8 eV. The calculation puts the electronic energy at -1498.44560 Ha.